{
  "formula": "C9H13NO2S",
  "method": "ωB97M-V with the def2-TZVPD basis set",
  "de_lowest_ev": 2.6984,
  "multiplicity": 1,
  "largest_force_ev_per_a": 5.18,
  "charge": 0,
  "symbols": ["C", "C", "C", "O", "C", "C", "C", "C", "O", "C", "S", "N", "C", "H", "H", "H", "H", "H", "H", "H", "H", "H", "H", "H", "H", "H"],
  "coordinates": [[-0.978121, 2.010573, 1.281834], [-0.522839, 1.201361, 0.042087], [-0.932296, 1.717483, -1.321090], [-1.194215, -0.090193, 0.077126], [-0.365573, -1.324693, 0.009057], [-0.762713, -2.250025, 1.232630], [-0.614521, -1.953302, -1.315978], [0.936620, -0.617295, 0.132954], [2.288562, -0.963004, 0.027719], [3.007507, 0.177104, 0.092987], [4.677291, 0.146234, 0.013637], [2.147637, 1.255983, 0.023210], [0.886663, 0.756288, 0.150276], [-2.129048, 2.055177, 1.215382], [-0.441970, 3.018023, 1.136296], [-0.609557, 1.524937, 2.242389], [-2.066536, 1.807406, -1.308319], [-0.610037, 0.907537, -2.053802], [-0.266930, 2.638793, -1.457670], [-1.670777, -2.565613, 1.044170], [-0.743079, -1.826449, 2.148777], [-0.181304, -3.103604, 1.284785], [-1.690569, -2.327720, -1.238244], [-0.077333, -2.981848, -1.367864], [-0.491137, -1.395862, -2.258520], [2.404266, 2.182709, 0.166160]],
  "forces_ev_per_angstrom": [[-0.044, 0.472, -0.768], [-0.655, -1.408, 0.879], [0.978, 0.456, -0.160], [-0.704, -1.163, 0.799], [0.246, 1.774, 1.641], [3.208, 1.870, -3.337], [-1.360, -3.766, -0.298], [1.622, 2.979, -0.051], [-0.990, -0.025, 0.618], [1.791, 0.186, -1.290], [-1.074, 0.324, 0.334], [-0.027, -2.410, 0.464], [-1.164, -3.027, -0.549], [1.883, 0.342, 0.459], [-1.245, -1.080, 0.619], [-0.637, 0.589, -1.298], [1.604, 0.444, -0.357], [-0.526, 1.301, 0.747], [-1.599, -0.729, -0.511], [-4.882, -1.506, -0.884], [0.246, 2.020, 2.707], [1.596, -1.726, -0.172], [1.071, 0.739, -0.493], [-0.387, 1.817, -0.111], [0.212, 0.023, 0.801], [0.839, 1.504, 0.210]]
}



{
  "formula": "C27H63F6N5O11P",
  "method": "ωB97M-V with the def2-TZVPD basis set",
  "multiplicity": 1,
  "largest_force_ev_per_a": 5.89,
  "charge": -1,
  "symbols": ["P", "F", "F", "F", "F", "F", "F", "C", "O", "C", "C", "O", "C", "C", "O", "C", "H", "H", "H", "H", "H", "H", "H", "H", "H", "H", "H", "H", "H", "H", "C", "O", "C", "C", "O", "C", "C", "O", "C", "H", "H", "H", "H", "H", "H", "H", "H", "H", "H", "H", "H", "H", "H", "C", "O", "N", "C", "C", "H", "H", "H", "H", "H", "H", "H", "C", "O", "N", "C", "C", "H", "H", "H", "H", "H", "H", "H", "C", "O", "N", "C", "C", "H", "H", "H", "H", "H", "H", "H", "C", "O", "N", "C", "C", "H", "H", "H", "H", "H", "H", "H", "C", "O", "N", "C", "C", "H", "H", "H", "H", "H", "H", "H"],
  "coordinates": [[0.542814, 1.633326, 0.320697], [1.143389, 2.224041, 1.726523], [-0.505460, 0.737768, 1.285343], [-0.449987, 2.828385, 0.337486], [-0.205260, 0.948919, -0.968544], [1.739433, 2.459920, -0.493457], [1.538351, 0.345981, 0.597215], [-2.369705, 4.281459, 2.313027], [-3.564190, 4.420261, 3.110153], [-4.036384, 3.214544, 3.537333], [-3.125942, 2.458203, 4.567261], [-3.766868, 1.315929, 5.156057], [-3.371077, 0.964706, 6.519415], [-1.865233, 0.662888, 6.665937], [-1.102571, 1.869370, 6.513220], [0.206068, 1.873593, 6.007354], [-2.541959, 3.514654, 1.557764], [-1.403140, 4.198477, 2.809989], [-2.324266, 5.227140, 1.772907], [-4.369974, 2.610033, 2.693883], [-4.965324, 3.429026, 4.065690], [-2.634722, 3.137591, 5.263862], [-2.220161, 2.106726, 4.073179], [-3.846713, 0.046149, 6.863101], [-3.623650, 1.749138, 7.232847], [-1.545021, -0.000092, 5.862181], [-1.609021, 0.189472, 7.613735], [0.258715, 1.555183, 4.966230], [0.849910, 1.153391, 6.512203], [0.623205, 2.866281, 6.176704], [5.737333, -5.150599, -5.734398], [4.378631, -5.142367, -5.889862], [3.888290, -4.128753, -6.779892], [4.494362, -2.723563, -6.549509], [3.869557, -2.249386, -5.320255], [4.206118, -0.907733, -4.916581], [4.351136, -0.875966, -3.366562], [4.846432, 0.380078, -2.886203], [4.787093, 0.568391, -1.470861], [6.025455, -5.890090, -4.987242], [6.271508, -4.318416, -5.275908], [6.315147, -5.285155, -6.648799], [2.820685, -3.934400, -6.882535], [4.099209, -4.446024, -7.801146], [4.365237, -2.130535, -7.454906], [5.552506, -2.740526, -6.288468], [3.460990, -0.222398, -5.320586], [5.126206, -0.531803, -5.364034], [5.098396, -1.632122, -3.125851], [3.339531, -0.964689, -2.970493], [5.168051, -0.379003, -1.089520], [3.721205, 0.698502, -1.283677], [5.338085, 1.474038, -1.217242], [-1.797565, -1.401074, -4.771994], [-2.453869, -1.226897, -3.749817], [-0.586578, -0.944628, -4.920277], [0.157891, -0.453102, -3.833002], [0.236229, -1.191075, -6.076359], [-2.166410, -1.809287, -5.725678], [0.840170, -1.167494, -3.372301], [-0.433942, 0.064634, -3.078162], [0.786765, 0.430298, -3.943654], [1.220588, -1.655090, -6.014403], [-0.220315, -1.393913, -7.045131], [0.498720, -0.165126, -6.334494], [2.503799, 0.347603, 4.424187], [2.102035, -0.704187, 5.064055], [3.789170, 0.545844, 4.196651], [4.134068, 1.884554, 3.685382], [4.868818, -0.402429, 4.502000], [1.794389, 1.035011, 3.937970], [3.503452, 2.734368, 3.946589], [4.239813, 1.912231, 2.600869], [5.011040, 2.226927, 4.234745], [4.554862, -1.182860, 5.195153], [5.165815, -0.838214, 3.548073], [5.705963, 0.009511, 5.065551], [-1.335252, -2.006891, -0.217230], [-2.112074, -2.200962, -1.146344], [-1.158694, -2.820902, 0.849325], [-0.343735, -2.488825, 1.997446], [-2.218293, -3.855682, 1.163571], [-0.561230, -1.223935, -0.208671], [-0.707382, -1.530343, 2.367810], [0.665057, -2.257237, 1.655656], [-0.253539, -3.318993, 2.698013], [-1.765211, -4.814119, 1.416960], [-2.545594, -3.442715, 2.117734], [-2.999688, -4.066480, 0.433439], [-2.853609, 1.892791, -1.974148], [-3.269594, 0.796392, -2.309416], [-2.838790, 2.960255, -2.801641], [-2.893850, 2.718196, -4.225806], [-2.238654, 4.185008, -2.333972], [-2.449108, 2.156896, -0.984790], [-3.270353, 3.602806, -4.739434], [-3.605217, 1.912889, -4.408963], [-1.886414, 2.513428, -4.588097], [-2.492289, 5.043674, -2.955631], [-2.456030, 4.494119, -1.311579], [-1.157904, 4.045492, -2.358806], [-5.198148, -1.635889, 0.693192], [-4.746296, -1.379099, -0.463142], [-4.730683, -1.065539, 1.780855], [-3.490715, -0.225047, 1.930508], [-5.353515, -1.368925, 3.093367], [-5.990685, -2.367322, 0.914775], [-3.779106, 0.736242, 2.355775], [-2.889694, -0.063394, 1.035665], [-2.757245, -0.779755, 2.515677], [-5.674979, -0.443947, 3.572110], [-6.222490, -2.025353, 3.139235], [-4.590324, -1.822382, 3.725839]],
  "forces_ev_per_angstrom": [[1.021, -2.591, 2.698], [0.498, 0.509, 0.188], [-0.476, 0.653, -0.406], [-0.962, 1.371, -1.036], [1.597, 0.989, 0.410], [-1.707, -1.182, 0.083], [0.279, 0.439, -1.668], [-0.991, 1.157, -0.846], [1.915, 0.794, -0.218], [-1.259, -1.478, 1.958], [0.917, -0.085, -0.954], [-0.151, -0.068, 1.336], [1.398, 0.452, -0.714], [0.840, 0.752, -1.329], [-1.009, 0.677, 0.750], [0.125, -1.039, 0.289], [0.346, -0.320, 0.167], [-0.293, -0.528, 0.497], [0.118, 0.060, -0.121], [0.420, -0.445, -0.179], [-0.170, 0.072, 0.204], [-0.927, 0.307, 0.540], [0.009, -0.358, -0.572], [-0.541, 0.033, -0.606], [-0.163, 0.304, -0.115], [-0.182, -0.406, -0.099], [-0.249, -0.049, 0.257], [-0.350, 0.400, -0.246], [0.066, -0.114, 0.348], [-0.178, 0.035, -0.272], [2.102, -0.301, 0.698], [-2.001, 0.993, -0.068], [1.517, 1.024, -0.843], [-0.305, -0.779, 1.830], [0.231, 0.681, -0.760], [0.265, 0.130, 0.093], [-0.195, 1.325, -0.529], [0.646, 0.448, -1.781], [-1.025, -0.949, -1.576], [-0.424, -0.723, -0.418], [-0.803, 1.032, 0.098], [-0.185, -0.487, -0.468], [-0.309, -0.812, 1.322], [0.635, -0.057, -0.316], [-0.431, 0.429, 0.164], [0.194, -0.149, -0.600], [-0.422, 0.073, 0.420], [0.489, -0.417, -0.060], [-0.487, -0.532, 0.403], [0.091, -0.898, 0.415], [0.138, 0.331, 1.035], [0.039, 0.005, 0.936], [0.119, -0.336, 0.029], [-3.386, 0.162, 1.793], [0.429, -0.927, -1.909], [3.428, -0.273, -1.076], [0.715, 1.691, 2.457], [0.365, 2.514, -1.619], [-0.388, -0.434, 0.034], [-0.337, -0.433, 0.139], [-0.808, -1.215, 0.250], [0.438, 0.067, -1.652], [-0.341, -0.781, 0.790], [-0.782, -1.036, 0.504], [0.751, 0.419, -0.186], [-1.807, -5.192, 2.127], [0.795, 3.445, -1.941], [0.760, 2.131, 0.023], [0.917, 0.189, 0.241], [-0.676, -0.153, 0.195], [0.410, 0.071, 0.246], [-1.086, -0.731, 0.072], [0.341, -0.093, 0.053], [0.679, -0.355, -0.526], [-0.705, -0.045, -0.458], [0.411, -0.132, 0.204], [0.067, 0.734, -0.538], [0.294, -0.346, -1.578], [0.914, 0.080, 1.442], [-1.838, -2.631, -0.150], [0.616, 1.092, -1.036], [1.357, 0.953, 0.760], [-0.303, 0.284, -0.143], [0.041, -0.245, 0.976], [0.166, -0.068, -0.004], [-0.404, 0.269, 0.046], [0.373, -0.053, -0.147], [-1.136, -0.444, 0.066], [0.242, 0.863, -0.100], [-0.756, -1.465, -0.056], [0.494, 1.174, 0.703], [-0.584, 1.006, -0.110], [-0.412, 0.415, 0.201], [1.054, 0.212, -0.179], [-0.206, -0.291, 0.200], [0.040, 0.149, 0.029], [0.434, -0.193, -0.038], [0.012, -0.337, -0.340], [-0.135, -0.198, -0.228], [-0.447, -0.554, 0.071], [0.382, 0.428, -0.059], [1.725, 0.758, -4.858], [-1.918, -1.149, 3.256], [0.557, 0.649, 2.956], [-0.522, -0.762, -0.738], [0.785, 0.483, 0.002], [-0.167, 0.034, -0.277], [0.297, -0.287, 0.194], [-0.923, -0.004, -0.599], [-0.346, 0.129, 0.775], [0.166, 0.160, 0.047], [0.089, -0.123, -0.895], [0.045, 0.017, 0.219]]
}



{
  "formula": "C6H8N",
  "method": "ωB97M-V with the def2-TZVPD basis set",
  "de_lowest_ev": 6.7345,
  "multiplicity": 1,
  "largest_force_ev_per_a": 7.52,
  "charge": 1,
  "symbols": ["C", "C", "C", "C", "N", "C", "C", "H", "H", "H", "H", "H", "H", "H", "H"],
  "coordinates": [[4.105011, -0.103628, 0.433645], [2.954620, 0.098027, 0.062011], [1.636127, 0.168636, -0.174177], [0.518415, -0.155268, -0.768956], [-0.860207, -0.024938, -0.664023], [-1.456316, -1.167317, 0.164460], [-1.358893, 1.219746, 0.073192], [5.081380, -0.073303, 0.592848], [-1.358409, -0.135922, -1.647358], [-1.077605, -1.249535, 1.142350], [-2.480338, -0.959497, 0.336800], [-1.154379, -1.952759, -0.410248], [-1.118985, 1.091730, 1.127202], [-0.957111, 2.122112, -0.364190], [-2.473314, 1.121914, 0.096448]],
  "forces_ev_per_angstrom": [[-5.589, 0.859, -1.678], [2.927, -0.501, 1.452], [-6.066, -2.205, -3.854], [5.744, 2.280, 3.281], [-2.704, 0.075, -0.332], [0.218, 1.527, -0.309], [-1.138, -0.487, 0.022], [3.765, -0.171, 0.804], [1.342, 0.606, 2.283], [1.342, 0.337, 1.001], [-1.200, -0.242, -0.714], [-0.130, -2.871, -1.074], [0.707, 0.114, -0.177], [-0.106, 0.092, -0.059], [0.888, 0.586, -0.646]]
}



Number 1: molar mass 199.28 g mol⁻¹, orbital gap 8.4 eV. Number 2: molar mass 778.79 g mol⁻¹, orbital gap 7.9 eV. Number 3: molar mass 94.14 g mol⁻¹, orbital gap 8.9 eV.